C2H8N4O2 as an isolated structure. Source: the OMol25 dataset; level of theory: the ωB97M-V functional and the def2-TZVPD basis.

Each line ends with the Löwdin charge.
Positions of all 16 atoms, in Å:
C  -2.6080  0.0486  0.2874  -0.109
C  0.7918  0.1421  -0.1636  -0.377
H  -3.5733  -0.0291  -0.4226  0.124
H  -2.4561  0.9983  0.9070  0.100
H  -2.6644  -0.9055  0.8784  0.085
H  -0.3513  -1.5257  -0.7807  0.147
H  -0.3326  1.9135  -0.3918  0.149
H  2.5183  1.8337  0.3156  0.245
H  1.4995  -1.9275  0.8882  0.148
H  3.0811  -2.1013  -0.2514  0.140
N  -0.4539  -0.6179  -0.2457  0.025
N  0.4954  1.4834  0.1087  -0.070
N  2.0648  -0.2336  -0.0829  -0.081
N  2.0347  -1.6282  -0.1146  -0.131
O  -1.5893  0.1617  -0.7121  -0.229
O  1.5433  2.3876  -0.2199  -0.164

Cartesian forces, eV/Å:
C -2.07 0.69 -1.28
C -0.07 1.27 -0.08
H 1.72 0.88 2.04
H -1.06 -1.53 -0.40
H 0.76 1.01 -0.53
H -0.10 1.66 0.53
H 1.28 -1.29 0.75
H -4.41 2.19 -2.44
H 2.56 0.28 -3.33
H -3.69 1.92 1.10
N 1.85 -0.56 -0.51
N -0.68 1.12 -1.14
N -3.34 0.80 -0.48
N 1.19 -3.70 2.50
O 1.73 -2.01 0.58
O 4.34 -2.72 2.71

## Properties
E_HOMO: -8.0 eV
lowest unoccupied orbital energy: 0.86 eV
energy above the lowest of the compared OMol25 structures with the same formula, charge and spin: 890.6 kJ/mol
max |F|: 5.80 eV/A

=====

A 3-piece molecular cluster, C4H13O4 overall. Source: the OMol25 dataset; level of theory: the ωB97M-V functional and the def2-TZVPD basis.

Each line ends with the Löwdin charge.
Positions of all 21 atoms, in Å:
C  1.4140  -0.2301  -0.0500  -0.197
C  1.2585  -1.5964  0.6725  -0.197
C  -0.0104  -1.5720  1.5362  -0.293
O  -0.0367  -0.4951  2.4560  -0.097
C  0.4349  -0.0060  -1.2733  -0.381
O  -0.0018  1.2951  -1.2968  -0.323
H  1.3887  0.5902  0.6596  0.092
H  2.4309  -0.2767  -0.4962  0.093
H  2.1330  -1.8192  1.2764  0.095
H  1.0583  -2.2833  -0.1713  0.107
H  -0.8601  -1.5052  0.8602  0.093
H  -0.1175  -2.4875  2.1246  0.103
H  -0.3926  -0.7152  -1.1084  0.088
H  1.0722  -0.2478  -2.1418  0.093
H  -0.7338  1.4786  -0.0360  -0.007
H  -0.2494  0.3339  2.0072  0.030
H  -1.8226  0.8358  0.9292  0.009
O  -1.2769  1.6321  0.8669  -0.159
H  -2.5584  2.5042  -1.8951  0.001
H  -1.1555  2.0827  -2.2604  -0.017
O  -1.9748  2.4818  -2.6594  -0.134

Cartesian forces, eV/Å:
C 1.08 -1.04 -0.65
C -1.33 1.09 -0.75
C 0.37 0.25 -0.03
O 0.16 -0.49 0.58
C 0.80 0.84 1.61
O -0.19 0.07 -0.06
H -0.13 0.21 -0.09
H -0.29 0.42 0.40
H 0.15 -0.33 -0.10
H 0.52 -0.42 0.62
H -0.32 -0.06 -0.11
H 0.02 0.01 -0.02
H -0.10 -0.35 -0.60
H -0.63 -0.34 -0.27
H -0.02 0.35 -0.06
H -0.12 0.28 -0.36
H -0.12 0.31 -0.06
O 0.14 -0.66 -0.03
H -0.02 0.05 -0.02
H 0.10 -0.29 -0.02
O -0.09 0.11 0.02

## Properties
E_HOMO: -4.2 eV
lowest unoccupied orbital energy: 3.81 eV
charge: -1
energy above the lowest of the compared OMol25 structures with the same formula, charge and spin: 55.6 kJ/mol
max |F|: 1.98 eV/A

=====

C20H21N5O3Zr as an isolated structure. Source: the OMol25 dataset; level of theory: the ωB97M-V functional and the def2-TZVPD basis.

Each line ends with the Löwdin charge.
Positions of all 50 atoms, in Å:
N  0.8664  -1.9066  0.7955  0.074
C  1.6538  -2.6767  1.1624  -0.120
C  2.5892  -3.6634  1.6117  0.040
H  2.8601  -4.3200  0.7730  0.139
H  2.1328  -4.2676  2.4089  0.135
H  3.4907  -3.1710  1.9991  0.136
N  -1.5046  0.8801  1.4586  0.048
C  -1.9175  1.6812  2.1994  -0.102
C  -2.4665  2.6251  3.1113  0.046
H  -2.8406  2.0978  3.9999  0.139
H  -3.3003  3.1547  2.6310  0.142
H  -1.6974  3.3466  3.4131  0.141
N  -0.8842  -0.1742  -2.0516  0.074
C  -1.0245  -0.0237  -3.1939  -0.119
C  -1.2325  0.1219  -4.6034  0.041
H  -1.1024  1.1739  -4.8902  0.139
H  -2.2517  -0.2007  -4.8612  0.134
H  -0.5095  -0.5018  -5.1472  0.140
Zr  -1.1221  -0.9390  0.1180  1.766
C  -0.0045  2.2724  -0.6296  -0.044
O  0.3636  3.3022  -0.9355  0.137
C  1.4052  0.8630  1.6935  -0.038
O  2.2634  1.4114  2.2113  0.130
C  -1.8057  -2.7133  1.3183  -0.092
C  -1.5874  -3.1348  -0.0094  -0.091
C  -2.2423  -2.4848  -1.0697  -0.091
C  -3.1171  -1.4109  -0.8061  -0.091
C  -3.3314  -0.9888  0.5161  -0.091
C  -2.6750  -1.6421  1.5805  -0.090
H  -1.2961  -3.2079  2.1503  0.176
H  -0.9038  -3.9619  -0.2230  0.177
H  -2.0619  -2.8132  -2.0976  0.177
H  -3.6259  -0.8933  -1.6246  0.176
H  -4.0015  -0.1463  0.7092  0.177
H  -2.8285  -1.3154  2.6130  0.177
N  7.0450  0.8645  -2.3388  0.210
C  5.8961  1.1679  -3.0147  -0.443
O  5.9145  1.6846  -4.1299  0.124
C  4.6064  0.8065  -2.3304  -0.071
C  4.5298  0.1031  -1.1165  0.046
C  3.2643  -0.1292  -0.5468  -0.153
N  2.1438  0.3079  -1.1129  0.021
C  2.1861  0.9048  -2.3009  -0.145
C  3.4002  1.1809  -2.9470  0.063
H  7.9090  1.1711  -2.7560  0.140
H  7.0632  0.5846  -1.3712  0.101
H  5.4094  -0.2739  -0.5946  0.125
H  3.1784  -0.6981  0.3804  0.075
H  1.2409  1.1651  -2.7768  0.076
H  3.3877  1.6885  -3.9099  0.141

Cartesian forces, eV/Å:
N -0.90 -0.57 -0.08
C -0.60 0.44 -0.31
C 0.36 -0.19 0.16
H 0.00 0.13 0.09
H 0.09 0.12 -0.10
H -0.08 -0.10 -0.03
N -0.91 -0.11 0.49
C 0.42 -1.21 -1.00
C -0.09 0.45 0.37
H 0.07 0.07 -0.08
H 0.10 0.00 0.03
H -0.07 -0.01 -0.01
N -0.68 -0.78 0.34
C 0.03 -0.20 0.67
C 0.02 0.14 -0.38
H 0.00 -0.11 -0.01
H 0.16 0.08 0.05
H -0.05 0.12 0.06
Zr 11.48 9.72 -1.19
C 0.50 2.06 -0.64
O -0.62 -1.90 0.61
C 2.15 1.34 1.54
O -2.14 -1.32 -1.34
C -0.97 -1.52 1.23
C -1.01 -2.09 -0.51
C -1.16 -1.99 -0.68
C -2.03 -0.47 -0.58
C -2.31 -0.56 0.28
C -1.74 -1.15 1.19
H -0.15 0.10 -0.28
H -0.19 0.24 0.09
H -0.07 0.12 0.28
H 0.16 -0.20 0.21
H 0.19 -0.26 -0.01
H 0.01 -0.06 -0.31
N -0.93 0.12 -0.17
C 1.76 0.45 -1.18
O -0.63 -0.73 1.55
C -1.13 -0.19 0.38
C -0.52 0.09 -0.05
C 0.76 0.25 -0.67
N -0.70 -0.84 0.04
C 1.15 0.02 -0.23
C -0.30 -0.06 0.37
H 0.14 0.01 -0.07
H 0.08 0.14 -0.19
H -0.27 0.11 -0.17
H 0.10 0.30 -0.14
H 0.25 0.11 0.14
H 0.25 -0.10 0.20

## Properties
E_HOMO (spin up / spin down): -18.4 / -18.4 eV
lowest unoccupied orbital energy (spin up / spin down): -16.63 / -16.62 eV
charge: +4
energy above the lowest of the compared OMol25 structures with the same formula, charge and spin: 392.4 kJ/mol
max |F|: 15.09 eV/A

=====

A 2-piece molecular cluster, C2H7NO overall. Source: the OMol25 dataset; level of theory: the ωB97M-V functional and the def2-TZVPD basis.

Each line ends with the Löwdin charge.
Positions of all 11 atoms, in Å:
C  -0.6045  -0.3236  1.5807  -0.054
C  -1.1486  0.6031  0.4832  -0.334
O  -1.9152  1.5286  0.6213  0.009
H  -0.7852  -1.3706  1.1333  0.105
H  0.4437  -0.0882  1.5962  0.061
H  -1.1886  -0.2073  2.4479  0.050
H  -0.7110  0.4316  -0.5876  0.097
N  1.2320  -0.0916  -1.7059  0.006
H  1.4413  0.6378  -2.4454  0.058
H  1.8863  -0.1106  -0.9820  -0.019
H  1.3498  -1.0091  -2.1417  0.021

Cartesian forces, eV/Å:
C -1.28 -0.99 -3.31
C 0.49 0.38 -1.64
O 0.17 -0.59 0.54
H 0.62 1.35 0.88
H 0.54 -0.23 0.60
H -0.19 0.23 1.36
H -0.54 -0.09 1.70
N -0.90 0.17 -2.73
H -0.04 -1.24 1.51
H 1.39 0.62 1.23
H -0.26 0.39 -0.15

## Properties
E_HOMO: -9.1 eV
lowest unoccupied orbital energy: 0.83 eV
energy above the lowest of the compared OMol25 structures with the same formula, charge and spin: 89.3 kJ/mol
max |F|: 3.68 eV/A
SMILES: CC=O.N